The following is a quantum chemistry calculation of a 7-piece molecular cluster, C42H72BClF9IO15S7 overall in a non-equilibrium geometry, from the Open Molecules 2025 dataset.

Element x y z (Å)
C -3.02755 -1.23593 0.84171
C -2.52826 -0.36920 0.17781
C -2.27364 0.80647 -0.64230
C -2.88016 2.08091 -0.06694
C -2.40959 2.32158 1.36855
C -0.96338 2.84155 1.40108
C -0.32877 2.55453 2.73341
F -1.06173 2.97758 3.77555
F -0.25654 1.19245 2.86773
C 1.14174 3.00356 2.89756
F 1.86426 2.33079 1.99425
F 1.59636 2.65689 4.09272
S 1.50329 4.84062 2.62162
F 1.35999 4.66918 1.06490
F -0.00164 5.26045 2.76452
F 1.69073 5.07192 4.17354
F 3.04813 4.48579 2.50923
F 1.87708 6.35194 2.38747
O -2.38274 3.19990 -0.85112
C -3.17631 4.25100 -0.49076
O -2.77989 5.38414 -0.44471
C -4.59578 3.75425 -0.18740
C -5.43480 4.40492 -1.33438
C -4.86280 4.25033 -2.76506
C -4.27984 5.54580 -3.30184
Cl -4.39962 5.62916 -5.08529
B -5.22620 4.31353 1.16167
C -6.80604 4.38478 1.39643
O -4.41345 4.77463 2.14725
C -4.38243 2.23837 -0.31326
C -5.37287 1.26414 0.32265
C -5.78320 0.14742 -0.62622
C -6.51820 0.68431 -1.86326
I -5.59192 -0.03158 -3.67717
H -3.42861 -2.00300 1.44516
H -1.19664 0.90405 -0.75742
H -2.68661 0.62943 -1.63376
H -3.03488 3.04116 1.88890
H -2.45897 1.40541 1.94641
H -0.96297 3.89209 1.15117
H -0.38325 2.28365 0.67561
H -5.47702 5.46615 -1.10720
H -6.44507 4.01200 -1.32368
H -4.16127 3.42841 -2.86736
H -5.69867 4.01284 -3.41743
H -3.22965 5.65153 -3.06653
H -4.77843 6.41019 -2.88680
H -6.96047 4.14462 2.44025
H -7.29862 3.68759 0.72836
H -7.09065 5.41317 1.19009
H -4.87703 4.78624 2.99371
H -4.46432 2.08288 -1.39239
H -4.93033 0.83186 1.21602
H -6.28661 1.76805 0.62621
H -4.93967 -0.45019 -0.94107
H -6.45601 -0.52227 -0.09601
H -7.56040 0.40303 -1.89120
H -6.46112 1.76251 -1.95159
C 5.41024 6.44237 -1.13315
C 3.97619 6.22786 -0.63112
C 3.02605 6.71972 -1.73056
S 3.90956 6.51460 -3.28361
O 4.15361 7.81551 -3.85164
O 3.29798 5.46633 -4.05675
C 5.43468 5.91310 -2.56328
H 6.13930 5.93056 -0.50662
H 5.64971 7.50790 -1.12714
H 3.80957 5.16432 -0.44911
H 3.79397 6.75113 0.30623
H 2.10556 6.14303 -1.77300
H 2.79436 7.77730 -1.62204
H 6.27548 6.27383 -3.15075
H 5.39986 4.82437 -2.58558
C 0.85806 -3.63024 -0.05044
C 1.96538 -2.59378 -0.28894
C 2.21624 -2.53186 -1.79916
S 0.66147 -2.98252 -2.57955
O 0.84300 -4.22743 -3.28533
O 0.09245 -1.82800 -3.23122
C -0.23212 -3.31590 -1.07038
H 0.47368 -3.58502 0.96821
H 1.24979 -4.63635 -0.21989
H 1.63242 -1.61632 0.07085
H 2.87737 -2.84865 0.24544
H 2.49899 -1.53681 -2.13289
H 2.96763 -3.25502 -2.11138
H -0.92747 -4.13709 -1.23521
H -0.77850 -2.41430 -0.79753
C 6.54939 -5.35550 2.99322
C 5.23190 -5.57316 3.75165
C 4.09539 -5.07530 2.84860
S 4.68287 -5.27689 1.16027
O 4.82151 -3.96674 0.56383
O 3.93114 -6.31845 0.50785
C 6.30894 -5.87886 1.58218
H 7.38265 -5.86938 3.46815
H 6.78722 -4.29006 2.95958
H 5.10045 -6.63765 3.95530
H 5.22545 -5.05379 4.70878
H 3.18261 -5.65254 2.97220
H 3.88964 -4.01753 3.00292
H 7.03082 -5.51630 0.85908
H 6.27186 -6.96751 1.56178
C 11.22595 -4.77253 -1.96286
C 10.27022 -3.61212 -2.27360
C 9.18923 -3.60408 -1.18491
S 9.95598 -4.30614 0.28173
O 9.29745 -5.55286 0.59463
O 10.11835 -3.28584 1.28364
C 11.53667 -4.66968 -0.47256
H 12.13350 -4.72174 -2.56200
H 10.73471 -5.72431 -2.17561
H 10.82171 -2.67036 -2.25237
H 9.82614 -3.70869 -3.26276
H 8.84153 -2.60183 -0.94965
H 8.34302 -4.23560 -1.44929
H 11.93847 -5.58435 -0.04332
H 12.19981 -3.83191 -0.26010
C -1.14820 -8.53074 -6.40140
C -0.37909 -7.20200 -6.37174
C -1.15640 -6.23930 -5.46518
S -2.02713 -7.26768 -4.27897
O -3.44566 -7.13279 -4.49895
O -1.45211 -7.09343 -2.97021
C -1.49571 -8.84128 -4.94872
H -0.55990 -9.33052 -6.84943
H -2.06327 -8.41705 -6.98668
H 0.61855 -7.36821 -5.96094
H -0.25647 -6.78409 -7.36977
H -0.50168 -5.55855 -4.92348
H -1.90253 -5.67447 -6.02054
H -2.29492 -9.56964 -4.83427
H -0.61585 -9.15560 -4.38842
C -8.38374 1.82250 6.56341
C -8.00768 3.12873 7.27638
C -6.53897 3.42532 6.94630
S -6.22928 2.67514 5.34392
O -5.26998 1.61593 5.49919
O -6.03789 3.71059 4.35236
C -7.85493 1.95834 5.13894
H -9.45858 1.65109 6.57244
H -7.90337 0.97666 7.05937
H -8.63929 3.93913 6.90782
H -8.15878 3.05993 8.35210
H -6.33465 4.49081 6.88055
H -5.85984 2.96175 7.65871
H -7.76483 1.01229 4.61043
H -8.45395 2.65855 4.55656

Lowest unoccupied orbital energy ... 0.176 eV
Charge ... 0
SMILES ... C#CC[C@@]1(CCC(F)(F)C(F)(F)S(F)(F)(F)(F)F)OC(=O)[C@](CCCCl)(B(C)O)[C@@H]1CCCI.O=S1(=O)CCCC1.O=S1(=O)CCCC1.O=S1(=O)CCCC1.O=S1(=O)CCCC1.O=S1(=O)CCCC1.O=S1(=O)CCCC1
HOMO ... -0.341 hartree
Gap between HOMO and LUMO ... 9.461 eV

***

The following is a quantum chemistry calculation of C34H65Cl2MnN8OSSi2Te as an isolated structure in a non-equilibrium geometry, from the Open Molecules 2025 dataset.

Element x y z (Å)
Mn 0.20416 0.00265 -0.75640
C -3.40643 1.00140 2.17997
N -2.77392 0.01734 1.32239
C -2.84630 -1.35836 1.78580
C -2.82435 0.20662 -0.03980
N -1.90256 -0.29309 -0.80773
C -2.27231 -0.49623 -2.14085
C -3.48657 -1.10254 -2.47316
C -3.96980 -1.09115 -3.77125
C -3.26369 -0.39856 -4.74436
C -2.01735 0.13235 -4.44439
C -1.43935 -0.00908 -3.17578
N -0.15760 0.43488 -2.83557
C 0.72862 0.54898 -3.78829
N 1.55422 1.63271 -3.81641
C 1.32384 2.67068 -2.81832
C 2.95127 1.47759 -4.18476
N 0.92497 -0.34249 -4.83462
C 0.43016 -1.70419 -4.75579
C 1.05698 0.15430 -6.18681
N -3.83561 1.06443 -0.47435
C -3.62308 1.89135 -1.64165
C -5.20500 0.64393 -0.28038
H -2.80874 1.12624 3.08046
H -4.42818 0.71376 2.46971
H -3.44166 1.95459 1.65999
H -3.88386 -1.63676 2.03258
H -2.21809 -1.49069 2.66805
H -2.47908 -2.01664 1.00052
H -4.04581 -1.58383 -1.67920
H -4.90369 -1.58563 -4.01033
H -3.67366 -0.28605 -5.74147
H -1.47802 0.67973 -5.20700
H 0.25427 2.77626 -2.65055
H 1.73269 3.61313 -3.19517
H 1.79201 2.41705 -1.85942
H 3.14100 0.47308 -4.55381
H 3.58545 1.65478 -3.31461
H 3.22086 2.20131 -4.96264
H 0.31988 -2.00194 -3.71707
H 1.15677 -2.37145 -5.22499
H -0.53596 -1.82298 -5.25560
H 1.13350 1.23966 -6.18541
H 0.18756 -0.13677 -6.79059
H 1.94918 -0.25941 -6.66970
H -2.55546 2.05980 -1.76584
H -4.12428 2.85332 -1.48441
H -4.01407 1.44106 -2.56237
H -5.25999 -0.12483 0.48972
H -5.62744 0.23393 -1.20712
H -5.82534 1.49176 0.03343
O -0.55402 1.82253 -0.13072
N -0.17615 3.07928 0.19201
C -0.97719 4.03449 -0.33432
C -0.80136 5.36378 -0.04417
C 0.25909 5.72161 0.78312
C 1.07844 4.71411 1.25151
C 0.89511 3.33702 0.99313
S 2.32427 0.80386 0.00130
H -1.77449 3.68340 -0.97429
H -1.47548 6.09681 -0.46825
H 0.42538 6.76427 1.03897
H 1.91207 4.98019 1.89698
C 2.01030 2.03001 4.63164
Si 0.20280 1.61591 5.00708
C -0.89590 3.06091 4.45618
C 0.08003 1.59519 6.91832
C -0.37800 0.02770 4.23711
Te 0.41479 0.06842 2.04394
C 1.93584 -1.25869 2.91160
Si 1.54684 -3.05109 3.33385
C 0.51689 -4.12268 2.17287
C 0.68906 -3.24825 5.03082
C 3.24156 -3.89274 3.56780
H 2.27230 3.03894 4.96196
H 2.16320 1.96991 3.54997
H 2.69233 1.32921 5.12042
H -0.49919 4.02355 4.78709
H -1.91382 2.96308 4.84566
H -0.94555 3.08005 3.36548
H 0.47183 2.52433 7.34355
H 0.65318 0.76693 7.34272
H -0.95506 1.48679 7.25332
H -1.46567 -0.06745 4.29124
H 0.04378 -0.85064 4.72102
H 2.26950 -0.74365 3.81628
H 2.76188 -1.22163 2.20558
H -0.45015 -3.66143 1.96552
H 0.33422 -5.09760 2.63388
H 0.99940 -4.30376 1.21155
H -0.37757 -3.01923 4.97444
H 1.12873 -2.59863 5.79194
H 0.78731 -4.28150 5.37550
H 3.78224 -3.92812 2.61918
H 3.13566 -4.91814 3.93252
H 3.85629 -3.34008 4.28301
Cl 0.69311 -5.64867 -2.17234
C -0.84154 -3.49367 -1.47708
Cl 0.00778 -2.31600 -0.55360
H -1.67039 -3.95257 -0.95069
H -1.03242 -3.20258 -2.49988
C 4.45438 -0.74039 -1.50622
C 3.10263 -1.45472 -1.32476
C 2.77284 -2.20210 -2.61971
C 3.31357 -2.49223 -0.20417
N 2.04981 -0.46608 -1.05181
H 5.21935 -1.46896 -1.79180
H 4.74286 -0.25672 -0.57338
H 4.38200 0.02681 -2.27779
H 3.66343 -2.71633 -2.99419
H 2.43702 -1.48702 -3.36706
H 2.00001 -2.95633 -2.45715
H 4.10137 -3.19482 -0.49589
H 2.41017 -3.06505 -0.01196
H 3.62920 -1.98558 0.70654

Lowest unoccupied orbital energy (alpha / beta) ... 3.937 / 3.935 eV
Charge ... -2
2S+1 ... 5
HOMO (alpha / beta) ... 0.006 / 0.002 hartree
Gap between HOMO and LUMO (alpha / beta) ... 3.775 / 3.873 eV
⟨S²⟩ ... 6.289

***

The following is a quantum chemistry calculation of a 2-piece molecular cluster, C9H14N3S overall in a non-equilibrium geometry, from the Open Molecules 2025 dataset.

Element x y z (Å)
C -0.46619 -2.70775 -2.71812
C -0.57974 -1.50332 -3.39538
C -0.13730 -2.77544 -1.42757
C -0.71219 -0.32418 -2.56813
C -0.01744 -1.66800 -0.68573
C -0.34950 -0.39458 -1.23335
C -0.01379 0.16209 1.80902
C 2.19583 0.91369 1.56732
C -0.57343 3.08655 0.61779
N -0.99001 -0.34100 2.48646
N -0.30553 0.71406 -0.41380
N 0.96377 0.79996 2.35701
S -1.40290 1.83632 -0.41351
H -0.65194 -3.60133 -3.20282
H -0.86750 -1.42854 -4.46894
H 0.13601 -3.60236 -0.84358
H -0.77905 0.58399 -3.13008
H 0.23251 -1.73830 0.37352
H 1.82143 0.70760 0.55925
H 2.94143 0.09285 1.87283
H 2.60652 1.92875 1.59207
H -0.79975 2.80351 1.56992
H -0.90705 4.05514 0.40225
H 0.47640 3.03260 0.49101
H -1.56435 -1.07759 1.90916
H -1.25293 -0.34426 3.45544
H 0.99669 0.78953 3.43797

Lowest unoccupied orbital energy (alpha / beta) ... -4.945 / -4.855 eV
Charge ... +1
HOMO (alpha / beta) ... -0.423 / -0.442 hartree
Gap between HOMO and LUMO (alpha / beta) ... 6.563 / 7.179 eV

***

The following is a quantum chemistry calculation of C51H42NO7P2SiSn as an isolated structure in a non-equilibrium geometry, from the Open Molecules 2025 dataset.

Element x y z (Å)
Sn 0.65852 -0.14032 0.60557
O 1.24618 -1.57214 -4.67485
C 1.06951 -1.90883 -3.38443
O -0.01589 -1.93256 -2.87338
C 2.36942 -2.33039 -2.71665
O 2.49256 -1.95672 -1.36201
C 3.60774 -1.09092 -1.16312
C 3.19372 1.42840 -0.66346
O 3.79198 2.45661 -0.96147
O 2.42979 1.28273 0.34655
H 0.37979 -1.33349 -5.03822
H 3.20701 -1.94047 -3.30022
H 2.39302 -3.42556 -2.76914
H 4.35285 -1.47728 -1.86801
H 4.58594 -2.31609 0.23673
C 0.30152 1.65544 4.28381
Si -0.67230 0.90855 2.81564
C -2.04952 2.25402 2.46349
C -2.80197 2.83889 3.48450
C -3.80697 3.75475 3.22320
C -4.07928 4.13389 1.91417
C -3.33382 3.59493 0.88082
C -2.33324 2.65592 1.14965
P -1.31178 1.91843 -0.17494
C -0.28217 3.32874 -0.73610
C -0.44671 4.63686 -0.28583
C 0.36075 5.65210 -0.77721
C 1.34084 5.37433 -1.71909
C 1.54704 4.06834 -2.13528
C 0.74787 3.05386 -1.63569
C -2.47882 1.74310 -1.59054
C -2.00051 1.71978 -2.90250
C -2.83287 1.39125 -3.96184
C -4.16726 1.08245 -3.73738
C -4.65836 1.11503 -2.44202
C -3.82277 1.43008 -1.38091
C -1.83717 -0.39821 3.68172
C -2.26707 -0.26175 5.00461
C -3.07267 -1.20757 5.61716
C -3.47964 -2.33520 4.91604
C -3.06439 -2.50688 3.60705
C -2.24596 -1.55333 2.99942
P -1.58964 -1.83266 1.31186
C -0.40887 -3.19058 1.60658
C 0.01871 -3.94655 0.51386
C 1.01463 -4.89535 0.66519
C 1.61775 -5.07658 1.90261
C 1.22986 -4.29715 2.98015
C 0.21806 -3.36048 2.83766
C -3.00622 -2.67405 0.50798
C -3.19697 -4.04642 0.37530
C -4.32420 -4.53305 -0.27335
C -5.27346 -3.66239 -0.78721
C -5.09408 -2.29207 -0.65289
C -3.96392 -1.80780 -0.01725
H -0.30588 2.03684 5.10813
H 0.91857 2.47732 3.91317
H 0.97892 0.89451 4.67920
H -2.60419 2.55656 4.51305
H -4.38299 4.17805 4.03784
H -4.86783 4.84613 1.70186
H -3.52524 3.90575 -0.13936
H -1.19556 4.86601 0.45919
H 0.22983 6.66300 -0.41044
H 1.96828 6.16922 -2.10276
H 2.35634 3.83127 -2.81287
H 0.96305 2.02544 -1.90788
H -0.96968 1.97647 -3.10282
H -2.44084 1.38360 -4.97309
H -4.81687 0.82171 -4.56343
H -5.70263 0.89420 -2.25447
H -4.22176 1.44499 -0.37479
H -1.95432 0.60560 5.57614
H -3.37722 -1.07378 6.64883
H -4.10463 -3.08213 5.39096
H -3.36468 -3.39195 3.05984
H -0.43492 -3.77262 -0.45570
H 1.33572 -5.48810 -0.18361
H 2.40123 -5.81505 2.01896
H 1.73415 -4.40476 3.93191
H -0.08013 -2.74926 3.67960
H -2.46993 -4.73744 0.78277
H -4.46681 -5.60235 -0.37586
H -6.14773 -4.05104 -1.29473
H -5.83020 -1.60425 -1.05055
H -3.79509 -0.74268 0.07960
O 4.27914 -0.99671 2.55648
C 3.53509 -1.15307 1.59566
O 2.27565 -1.35459 1.65737
C 4.27892 -1.26159 0.19988
C 5.52967 -0.43775 0.22445
C 6.14594 0.25976 -0.73743
C 5.76281 0.57909 -2.12236
C 6.74469 0.93203 -3.04731
C 6.41653 1.31966 -4.33737
C 5.08596 1.38089 -4.72256
C 4.09165 1.03827 -3.81658
C 4.42431 0.64292 -2.53344
N 3.40130 0.29490 -1.58948
H 6.00087 -0.46381 1.19977
H 7.09844 0.70331 -0.45966
H 7.78388 0.90993 -2.73748
H 7.19865 1.58291 -5.03902
H 4.81816 1.70120 -5.72225
H 3.04481 1.08573 -4.09371

Lowest unoccupied orbital energy ... 2.269 eV
Charge ... -1
HOMO ... -0.159 hartree
Gap between HOMO and LUMO ... 6.587 eV